[1]
24
Properties=species:S:1:pos:R:3:forces:R:3:nbo_charge:R:1 method="wB97M-V/def2-TZVPD" total_charge=0 de_lowest_kcal_mol=21.33 homo_energy_ev=-9.980 gap_ev=10.8 smiles=CC[C@@H](C)CCO.O lumo_ev=0.77 mol_weight_da=120.19
C -0.174 -1.961 -1.114 -0.11 0.53 -1.14 -0.63
C 0.771 -0.781 -0.876 0.10 0.88 0.76 -0.40
C 0.054 0.390 -0.145 -0.78 -0.07 -1.05 -0.19
C -0.565 -0.005 1.210 0.00 0.60 -0.52 -0.62
C 0.813 1.723 -0.167 -0.29 -0.14 1.81 -0.44
C 0.610 2.518 -1.443 1.39 0.49 0.30 -0.06
O 1.804 3.034 -2.033 0.39 -0.21 -0.53 -0.73
H -1.202 -1.593 -1.087 -0.13 -0.26 0.73 0.20
H 0.021 -2.805 -0.465 -0.31 -0.10 0.13 0.22
H -0.152 -2.284 -2.161 0.58 -0.29 0.18 0.21
H 1.624 -1.028 -0.244 0.16 -0.41 -0.07 0.20
H 1.191 -0.410 -1.814 -0.07 0.02 0.01 0.20
H -0.831 0.566 -0.780 0.13 0.11 -0.01 0.17
H -1.576 0.405 1.267 -0.07 -0.15 -0.05 0.21
H -0.068 0.461 2.061 0.44 -0.56 0.08 0.21
H -0.641 -1.086 1.232 0.05 -0.08 0.68 0.22
H 1.846 1.623 0.189 0.23 -0.27 -0.76 0.21
H 0.417 2.317 0.675 -0.23 -0.04 -0.26 0.20
H 0.220 1.857 -2.213 -0.45 0.33 -0.05 0.18
H 0.000 3.383 -1.178 -0.64 -0.26 -0.51 0.17
H 2.363 3.538 -1.433 -0.39 -0.12 0.28 0.46
O -1.976 -3.010 3.348 0.25 0.21 0.82 -0.95
H -2.510 -3.641 2.863 -0.12 -0.18 0.25 0.47
H -2.039 -3.212 4.306 -0.12 -0.02 -1.08 0.47

***

[2]
13
Properties=species:S:1:pos:R:3:forces:R:3:nbo_charge:R:1 method="wB97M-V/def2-TZVPD" total_charge=0 de_lowest_kcal_mol=34.92 homo_energy_ev="-4.608 / -9.300" gap_ev="5.0 / 7.3" spin_multiplicity=3 lumo_ev="0.41 / -2.04" mol_weight_da=136.04
C -0.812 -0.046 1.025 0.60 1.36 1.67 -0.02
C -0.808 -0.537 -0.222 -2.29 -0.11 -1.66 0.56
C 2.755 -0.058 -0.051 1.96 1.69 -1.13 0.29
O -1.885 -0.022 -0.949 3.09 -1.93 0.66 -0.74
O -1.754 0.945 1.229 2.28 -1.75 0.17 -0.70
O -0.063 -1.470 -0.810 0.41 -0.05 0.53 -0.66
O 2.138 0.635 -0.816 0.52 -0.16 0.23 -0.49
P -2.776 1.052 -0.051 -3.18 3.72 -1.51 0.83
H -0.134 -0.137 1.871 -0.06 -0.53 -0.52 0.21
H 2.309 -0.751 0.567 -1.55 -1.87 1.51 0.10
H 3.886 -0.034 0.121 -0.91 0.39 -0.62 0.10
H -0.560 -2.004 -1.447 -0.16 0.40 0.10 0.51
H -2.297 2.427 -0.467 -0.72 -1.15 0.57 0.00

***

[3]
16
Properties=species:S:1:pos:R:3:forces:R:3:nbo_charge:R:1 method="wB97M-V/def2-TZVPD" total_charge=0 de_lowest_kcal_mol=24.12 homo_energy_ev=-8.674 gap_ev=9.3 smiles=PCCc1nccs1 lumo_ev=0.65 mol_weight_da=145.17
P -2.017 0.012 -0.507 -1.65 -0.63 -1.63 0.31
C -1.157 -1.010 0.664 3.02 2.66 2.05 -0.69
C -0.022 -0.115 1.596 -2.34 -4.00 2.00 -0.46
C 1.099 0.155 0.729 0.56 -0.65 -0.30 0.08
N 1.771 1.239 0.672 -1.93 1.04 1.42 -0.43
C 2.714 1.187 -0.235 2.93 -0.08 -1.24 -0.05
C 2.909 0.001 -0.854 1.62 -0.17 -1.85 -0.47
S 1.743 -1.117 -0.346 -0.22 0.53 0.43 0.37
H -1.093 1.017 -0.680 0.43 0.73 0.23 -0.02
H -2.962 0.632 0.296 -0.07 0.60 0.47 -0.03
H -1.749 -1.612 1.318 -0.34 -0.61 0.01 0.24
H -0.435 -1.487 0.027 -0.44 -1.33 0.09 0.22
H 0.297 -0.876 2.422 -0.20 0.84 -1.52 0.22
H -0.426 0.639 2.286 0.07 0.54 -1.21 0.25
H 3.423 1.990 -0.328 -0.06 0.41 -0.22 0.21
H 3.712 -0.203 -1.633 -1.39 0.12 1.28 0.25

***

[4]
52
Properties=species:S:1:pos:R:3:forces:R:3:nbo_charge:R:1 method="wB97M-V/def2-TZVPD" total_charge=+1 de_lowest_kcal_mol=0.00 homo_energy_ev=-11.459 gap_ev=8.3 lumo_ev=-3.19 mol_weight_da=574.41
Au 0.294 -0.146 -0.605 0.23 0.15 -0.08 0.55
O -4.455 5.759 -2.511 0.07 -0.03 -0.02 -0.65
C -4.275 5.742 -1.176 -0.14 -0.08 0.01 0.77
O -4.781 6.583 -0.491 0.05 0.03 -0.01 -0.54
C -3.452 4.625 -0.595 0.04 0.04 0.01 -0.17
C -2.956 3.550 -1.323 0.00 -0.01 0.01 -0.19
C -2.206 2.569 -0.697 -0.06 0.02 0.04 -0.16
C -1.953 2.637 0.670 0.08 -0.17 -0.13 0.09
C -2.432 3.724 1.400 0.00 0.10 -0.02 -0.22
C -3.178 4.701 0.768 0.02 0.00 -0.01 -0.15
N -1.179 1.576 1.212 -0.05 0.23 0.21 -0.42
C -1.245 1.328 2.453 -0.07 -0.04 -0.03 0.12
C -0.457 0.262 3.100 0.04 -0.05 0.06 0.12
C -0.548 0.112 4.480 0.02 -0.03 -0.04 -0.21
C 0.195 -0.880 5.100 0.01 -0.01 -0.03 -0.15
C 0.996 -1.691 4.316 -0.02 0.00 0.05 -0.24
C 1.016 -1.472 2.944 -0.01 -0.03 -0.05 0.05
N 0.314 -0.522 2.338 0.04 -0.07 0.11 -0.45
H -3.965 5.050 -2.943 -0.03 0.06 0.02 0.48
H -3.144 3.440 -2.385 0.00 0.00 0.00 0.20
H -1.813 1.730 -1.257 0.01 -0.01 0.00 0.21
H -2.211 3.841 2.452 0.04 -0.05 0.01 0.22
H -3.558 5.551 1.318 0.00 0.00 0.00 0.25
H -1.901 1.873 3.136 -0.05 0.05 -0.06 0.17
H -1.189 0.766 5.056 -0.01 0.01 -0.01 0.23
H 0.146 -1.016 6.172 0.01 -0.01 0.00 0.24
H 1.597 -2.481 4.744 -0.01 0.00 0.02 0.24
H 1.631 -2.098 2.305 0.00 0.02 -0.02 0.20
C -2.802 -2.304 -2.535 0.03 0.01 0.01 -0.28
O -1.727 -1.397 -2.152 -0.01 0.02 0.03 -0.43
C -1.114 -1.460 -1.024 -0.10 -0.18 -0.01 0.34
C -1.508 -2.485 -0.024 0.01 0.02 -0.01 -0.77
H -3.622 -2.230 -1.826 -0.01 0.00 0.00 0.20
H -2.421 -3.320 -2.597 -0.01 0.00 0.00 0.21
H -3.113 -1.959 -3.514 -0.01 0.00 0.00 0.23
H -2.189 -3.263 -0.358 -0.01 0.00 -0.01 0.23
H -1.954 -1.927 0.806 -0.02 -0.02 0.00 0.28
H -0.598 -2.923 0.387 0.00 -0.01 0.00 0.27
C 5.091 4.054 0.016 0.01 0.01 -0.02 -0.65
C 3.981 3.060 -0.127 0.00 -0.01 0.00 0.08
C 3.229 2.961 -1.292 -0.01 -0.01 -0.01 -0.24
C 2.216 2.028 -1.381 0.03 -0.01 0.02 0.07
N 1.912 1.199 -0.373 -0.10 0.01 -0.07 -0.53
C 2.629 1.285 0.755 0.01 0.02 0.01 0.06
C 3.657 2.188 0.910 -0.01 0.00 -0.01 -0.24
H 5.213 4.648 -0.887 0.00 0.00 0.00 0.23
H 6.033 3.546 0.224 0.00 0.00 0.01 0.24
H 4.893 4.729 0.849 0.00 0.00 0.00 0.24
H 3.428 3.605 -2.137 0.01 0.00 0.00 0.24
H 1.625 1.926 -2.280 0.00 0.01 0.00 0.22
H 2.346 0.607 1.547 0.00 0.00 0.01 0.22
H 4.205 2.211 1.843 0.00 0.00 0.00 0.23